92
Properties=species:S:1:pos:R:3 method="wB97M-V/def2-TZVPD" relative_energy_kcal_mol=16.0 energy_ev=-76321.950 homo_lumo_gap_ev="7.781 / 8.413" multiplicity=4
V -2.20719 -8.02374 21.52855
O -0.59280 -8.37628 20.23271
H 0.26360 -8.49269 20.64836
B -4.22215 -7.11595 19.59238
F -4.06172 -7.10051 20.96372
F -3.34626 -8.07081 19.03684
F -5.52638 -7.45348 19.20864
F -3.85421 -5.84697 19.11378
C -5.37767 -2.61474 22.30782
C -4.22957 -3.44290 21.71798
C -3.62555 -2.69293 20.53528
O -3.15525 -3.63830 22.68905
H -5.07764 -1.59719 22.58363
H -5.71308 -2.99349 23.27840
H -6.22754 -2.52498 21.63488
H -4.62201 -4.41127 21.41464
H -3.11006 -1.76045 20.76997
H -4.40225 -2.46210 19.80605
H -2.89514 -3.38620 20.11204
H -2.95145 -2.71477 22.88990
C -7.19864 -7.83741 16.36515
C -7.10264 -6.27759 16.38323
C -8.21227 -5.65716 15.53357
O -7.22357 -5.78199 17.68930
H -8.01549 -8.20041 15.74645
H -7.19901 -8.19320 17.39248
H -6.26267 -8.19485 15.93291
H -6.17304 -5.97933 15.88798
H -9.15075 -5.57408 16.09076
H -8.45382 -6.20131 14.62200
H -7.97134 -4.61724 15.29970
H -6.60724 -6.17348 18.32739
C -5.42692 -11.67090 15.95526
C -3.94052 -11.35931 16.09469
C -3.08651 -12.12067 15.05634
O -3.69182 -10.00465 15.79705
H -5.73738 -12.65453 16.30451
H -5.84655 -11.40570 14.98267
H -5.95758 -10.94734 16.58984
H -3.64100 -11.67008 17.10107
H -3.52538 -13.10704 14.84457
H -2.07684 -12.45160 15.29666
H -3.18020 -11.58266 14.11451
H -3.90080 -9.43154 16.54488
C -2.92922 -6.71077 15.89758
C -1.48362 -7.15836 16.04177
C -0.49367 -6.17501 15.46370
O -1.15612 -7.40665 17.41283
H -3.62801 -7.47277 16.24154
H -3.15767 -6.63141 14.83040
H -3.20223 -5.79616 16.42191
H -1.25792 -8.13030 15.57963
H -0.66412 -5.17521 15.88521
H -0.61681 -6.00969 14.38986
H 0.54311 -6.40799 15.70196
H -1.98024 -7.33152 17.89296
C -5.27365 -7.19320 24.09075
C -3.80225 -6.89110 24.04161
C -3.11664 -6.44227 25.32510
O -3.11147 -8.08936 23.55930
H -5.57620 -7.97353 24.78834
H -5.60547 -7.46924 23.08601
H -5.86256 -6.28555 24.24998
H -3.66408 -6.12370 23.28349
H -3.34284 -7.09369 26.16802
H -3.35781 -5.38958 25.48607
H -2.03711 -6.37937 25.16578
H -2.72956 -8.56312 24.30359
C 0.07749 -4.86333 20.66942
C -0.24876 -5.64323 21.94484
C 0.29790 -4.91587 23.18537
O -1.66459 -5.85475 21.93942
H 1.15008 -4.76425 20.51613
H -0.42046 -3.88598 20.63065
H -0.41526 -5.30134 19.79590
H 0.26062 -6.60385 21.96791
H -0.52435 -4.40578 23.69072
H 0.97000 -4.10746 22.88578
H 0.95208 -5.57405 23.75395
H -2.13083 -5.01065 22.07649
C -4.98535 -11.05756 20.22869
C -4.42183 -10.31630 21.44957
C -4.82602 -10.97805 22.75220
O -2.98573 -10.20411 21.32614
H -4.71405 -10.55761 19.30243
H -6.06285 -11.14619 20.36146
H -4.57366 -12.07128 20.21856
H -4.78325 -9.28835 21.45582
H -4.52742 -12.03077 22.78755
H -5.91507 -10.99063 22.81964
H -4.38219 -10.50707 23.62725
H -2.66478 -11.07876 21.08188

96
Properties=species:S:1:pos:R:3 method="wB97M-V/def2-TZVPD" charge=+1 energy_ev=-125435.520 homo_lumo_gap_ev=5.863
C -0.44357 -2.62186 0.04937
C -0.31207 -2.57898 -1.59787
I 1.67920 -1.64649 -1.98498
C -1.39842 -1.60194 -2.34003
C -2.92309 -2.19492 -2.43342
C -3.43075 -3.35708 -1.39563
N -4.36807 -2.61519 -0.43137
C -4.22197 -3.35862 0.88106
C -3.86207 -1.18072 -0.47398
N -3.53892 -0.32097 0.55685
N -3.75086 -0.96734 -1.99773
H -0.73487 -3.74842 0.31316
H 0.52977 -2.30636 0.61738
H -1.33735 -1.96522 0.44127
H -0.25679 -3.64979 -2.09397
H -1.02053 -1.48353 -3.46639
H -1.38052 -0.50559 -1.89617
H -3.38082 -2.49230 -3.47026
H -2.64614 -4.06331 -0.87383
H -4.17920 -4.03547 -1.98824
H -5.10180 -3.06312 1.59523
H -3.15354 -3.24621 1.38155
H -4.33811 -4.52021 0.64012
H -4.21245 0.45127 0.80787
H -2.66011 -0.37802 1.13708
H -4.74768 -0.99575 -2.31124
C -3.79021 4.80717 0.89124
S -5.09864 3.57112 0.71140
O -4.58010 2.28064 1.27358
C -4.99898 3.45797 -1.09120
H -3.64747 5.01051 1.95544
H -2.85711 4.42843 0.46701
H -4.08614 5.72857 0.38431
H -3.99087 3.16313 -1.39239
H -5.25513 4.42397 -1.53255
H -5.71337 2.70458 -1.43232
C -7.01324 -6.14718 -1.72741
S -5.69654 -7.37851 -1.57822
O -4.47266 -6.81165 -2.23478
C -6.42723 -8.56994 -2.72656
H -6.75082 -5.28111 -1.11478
H -7.11702 -5.83503 -2.76946
H -7.95315 -6.57222 -1.36763
H -6.56752 -8.10741 -3.70652
H -7.38644 -8.91499 -2.33361
H -5.74907 -9.42157 -2.82220
C -0.67810 2.32244 2.30161
S 0.34305 1.17159 1.35034
O -0.05275 -0.21893 1.75041
C 1.89455 1.55975 2.19549
H -1.71412 2.22641 1.96740
H -0.61786 2.08368 3.36624
H -0.33572 3.34500 2.12642
H 1.79508 1.36848 3.26668
H 2.15192 2.60750 2.02362
H 2.68244 0.92276 1.78586
C 0.68002 -4.69996 -4.99098
S 0.22785 -3.64156 -6.38649
O -0.42563 -4.51166 -7.41905
C 1.92236 -3.32571 -6.93508
H -0.23599 -5.05292 -4.51078
H 1.25712 -5.55809 -5.34405
H 1.26616 -4.12422 -4.27091
H 2.42239 -4.26909 -7.16734
H 2.46733 -2.79524 -6.15076
H 1.88690 -2.70431 -7.83336
C 1.42190 6.86984 1.48732
S 2.44305 5.71899 0.53605
O 2.04725 4.32847 0.93613
C 3.99455 6.10715 1.38120
H 0.38588 6.77382 1.15311
H 1.48214 6.63108 2.55196
H 1.76428 7.89240 1.31213
H 3.89508 5.91588 2.45239
H 4.25192 7.15490 1.20933
H 4.78244 5.47016 0.97158
C 3.73331 -0.84613 5.19043
S 3.78828 0.88457 5.71366
O 4.27827 1.69247 4.54855
C 5.17396 0.68693 6.85948
H 2.95248 -0.95632 4.43385
H 4.69542 -1.13817 4.76248
H 3.49644 -1.47965 6.04839
H 6.04658 0.29962 6.32801
H 4.88935 0.00285 7.66234
H 5.41442 1.66390 7.28612
C 9.26282 5.04498 -0.35427
S 7.66236 5.07683 0.48814
O 7.08819 6.45163 0.31341
C 8.33434 4.97722 2.16463
H 9.09179 5.13499 -1.42986
H 9.88062 5.88008 -0.01511
H 9.76584 4.09762 -0.14689
H 9.00986 5.81640 2.34740
H 8.86790 4.03199 2.28873
H 7.50477 5.01926 2.87481

87
Properties=species:S:1:pos:R:3 method="wB97M-V/def2-TZVPD" relative_energy_kcal_mol=30.9 energy_ev=-39096.848 homo_lumo_gap_ev=10.090 smiles=CC(C)O.CC(C)O.CC(C)O.CC(C)O.CC(C)O.CCO.CCO.CCO
C -1.49269 1.10398 -3.92846
C -2.35629 -0.11585 -3.62755
C -2.64217 -0.94755 -4.86444
O -1.71524 -0.97283 -2.67620
H -1.12438 1.55069 -3.00314
H -2.10880 1.85834 -4.42515
H -0.66572 0.82864 -4.58352
H -3.29644 0.22974 -3.17913
H -1.72624 -1.46864 -5.15008
H -2.97019 -0.31055 -5.68250
H -3.39032 -1.69950 -4.61653
H -1.54730 -0.41498 -1.90477
C -4.58626 -0.84603 -0.35627
C -3.73533 -0.14920 0.67766
C -3.15159 -1.07731 1.72210
O -2.67785 0.54184 -0.04096
H -5.50132 -1.22116 0.11694
H -4.06020 -1.71413 -0.75313
H -4.88488 -0.15716 -1.14270
H -4.29046 0.64845 1.18475
H -2.87101 -2.04971 1.30059
H -3.87770 -1.29925 2.50784
H -2.25086 -0.67462 2.18660
H -1.84836 0.47306 0.45676
C 0.99195 -1.17576 0.27496
C 1.07203 0.31366 0.51715
C 1.21266 1.08970 -0.77908
O -0.14326 0.66751 1.17213
H 1.62279 -1.57570 -0.51472
H -0.04569 -1.38803 -0.01162
H 1.13414 -1.69664 1.21866
H 1.92740 0.52528 1.17008
H 0.52573 0.69312 -1.53697
H 2.19042 0.87382 -1.22202
H 1.03301 2.15512 -0.66376
H -0.28409 1.62337 1.06679
C 1.13189 3.68581 -4.81170
C 0.63585 4.53020 -3.65194
C 1.60744 4.51717 -2.50214
O 0.46407 5.92239 -4.05076
H 0.80388 4.02100 -5.79030
H 0.72500 2.68270 -4.63610
H 2.20788 3.53889 -4.72903
H -0.35513 4.21045 -3.31629
H 1.18567 5.06441 -1.65465
H 2.56120 4.96917 -2.76602
H 1.73408 3.48965 -2.15978
H 0.04268 5.92004 -4.91637
C 4.09624 -0.52757 3.55280
C 5.17861 -1.58822 3.40644
C 5.01630 -2.70438 4.41833
O 5.07680 -2.04190 2.06180
H 4.03990 -0.11238 4.55968
H 3.13805 -0.97814 3.28945
H 4.31047 0.30433 2.88101
H 6.15025 -1.10464 3.57373
H 3.98773 -3.07670 4.44861
H 5.21535 -2.31430 5.41823
H 5.67428 -3.54612 4.19786
H 5.78638 -2.66399 1.88072
C 0.43398 -4.80606 -0.71280
C -0.77832 -4.15709 -1.37187
O -0.34673 -3.60634 -2.62033
H 0.46001 -4.69750 0.37813
H 1.31409 -4.26130 -1.06065
H 0.56096 -5.86890 -0.90603
H -1.21344 -3.36836 -0.76047
H -1.49974 -4.94256 -1.61485
H -0.73616 -2.72925 -2.73511
C -1.50806 5.24159 2.40207
C -0.62410 4.69274 1.29642
O -0.95720 3.32305 0.97295
H -1.48050 6.33624 2.37810
H -1.15895 4.96625 3.39456
H -2.54635 4.94935 2.24525
H 0.40192 4.59766 1.64594
H -0.68150 5.30599 0.39782
H -1.90666 3.21419 0.85532
C -0.28168 -2.57146 3.49074
C 0.32809 -3.65001 4.34985
O -0.73110 -4.60158 4.61565
H -0.61139 -3.02348 2.55568
H 0.39137 -1.73965 3.28616
H -1.14515 -2.14570 4.00442
H 0.65191 -3.24585 5.31075
H 1.12472 -4.16742 3.81429
H -0.34044 -5.46411 4.77410